1.
Here is one molecule with the formula C19H26N2O3 from the OMol25 dataset. Energies are from ωB97M-V with the def2-TZVPD basis set.

Element x y z (Å)
O  -4.8270  0.7059  -1.4261
O  -1.7745  -3.9486  0.2252
O  -4.1169  -3.6259  -1.2903
N  -1.1022  -0.2587  -1.9974
N  -1.7731  -1.6367  0.4038
C  5.0244  1.6486  2.7000
C  -1.1988  2.5018  -1.8739
C  3.6780  1.0117  2.3519
C  -1.8950  1.7319  -0.9570
C  -2.2185  -2.8374  -0.0029
C  -2.5773  -0.5507  -0.1087
C  1.9711  -1.1370  0.7797
C  5.0685  3.1502  2.4412
C  2.0432  0.3650  0.5026
C  0.6835  -1.7681  0.2529
C  3.3991  0.9814  0.8503
C  -3.4566  -2.5841  -0.7940
C  -5.7724  -1.3405  -2.2385
C  -1.8152  0.3492  -1.0605
C  -0.4366  0.4812  -2.8656
C  -0.5353  -1.4179  1.1142
C  -0.4482  1.8669  -2.8506
C  -4.7670  -0.5060  -1.4934
C  -3.6959  -1.2564  -0.8442
H  0.1094  2.4298  -3.5826
H  0.1298  -0.0704  -3.6049
H  2.0515  -1.3270  1.8511
H  2.8203  -1.6193  0.2913
H  1.8466  0.5296  -0.5604
H  3.4196  2.0012  0.4618
H  1.2658  0.8895  1.0625
H  5.8130  1.1576  2.1253
H  -2.9725  0.0570  0.7153
H  -0.5109  -0.3674  1.4075
H  -0.5390  -2.0370  2.0171
H  4.1900  0.4190  0.3485
H  6.0173  3.5626  2.7770
H  2.8799  1.5624  2.8558
H  -6.2288  -2.0582  -1.5609
H  -2.5002  2.1896  -0.1911
H  4.9619  3.3698  1.3821
H  0.4973  -1.4259  -0.7666
H  0.7830  -2.8538  0.2253
H  -5.2679  -1.9045  -3.0197
H  -3.6149  -4.4219  -1.0271
H  3.6718  -0.0094  2.7372
H  -1.2420  3.5799  -1.8261
H  4.2675  3.6522  2.9798
H  -6.5350  -0.7016  -2.6749
H  5.2289  1.4705  3.7585

## Properties
orbital gap = 9.5 eV
LUMO = 0.233 eV
HOMO level = -9.25 eV
DFT total energy = -1074.86301 Ha

2.
Here is one molecule with the formula C4H7F3N2 at a distorted geometry from the OMol25 dataset. Energies are from ωB97M-V with the def2-TZVPD basis set.

Element x y z (Å)
F  -3.3717  0.4402  -0.9346
F  -3.0036  0.5696  1.1792
F  -2.9465  -1.3216  0.2204
N  -0.7516  -0.9771  -1.1473
N  -0.5822  -1.1062  0.2582
C  -1.1661  0.1408  -0.2154
C  -0.5175  1.4708  -0.3473
C  -2.6115  -0.0292  0.0737
C  0.7361  -1.3181  0.7605
H  1.5270  -0.7266  0.1882
H  -1.4752  -1.7559  -1.3230
H  -0.3443  1.9096  0.5847
H  0.9055  -1.1086  1.7541
H  -1.1161  2.1516  -0.9315
H  0.4234  1.5419  -0.9788
H  0.8079  -2.3663  0.7019

## Properties
orbital gap = 10.1 eV
LUMO = 0.923 eV
HOMO level = -9.17 eV
DFT total energy = -565.63875 Ha

3.
Here is one molecule with the formula C3H6N4S at a distorted geometry from the OMol25 dataset. Energies are from ωB97M-V with the def2-TZVPD basis set.

Element x y z (Å)
S  -2.0669  0.9131  -0.0879
N  2.7391  0.2263  -1.0439
N  -0.6134  -1.5464  1.8482
N  -0.6075  0.2859  0.0004
N  0.4895  0.7107  -0.8491
C  1.0959  -1.1248  0.1571
C  -0.1346  -0.8938  0.8482
C  1.4756  -0.1086  -0.6345
H  3.1182  -0.8920  -1.2356
H  -1.7451  -1.3965  1.9429
H  0.6790  1.7212  -0.4193
H  1.6324  -1.8787  0.6788
H  -2.0634  2.2139  0.5248
H  2.7729  0.6501  -1.9982

## Properties
orbital gap = 8.7 eV
LUMO = 0.460 eV
HOMO level = -8.23 eV
DFT total energy = -734.98773 Ha

4.
Here is a 12-piece molecular cluster, C62H70F7N5 overall at a distorted geometry from the OMol25 dataset. Energies are from ωB97M-V with the def2-TZVPD basis set.

Element x y z (Å)
F  0.3402  -6.9878  -4.8693
F  -1.8230  -1.3587  3.5192
F  -1.9563  -0.2275  -3.4698
F  4.2120  2.4062  -7.2856
F  2.4151  -7.4001  1.1933
F  2.9461  -0.1458  3.5480
F  -0.0511  4.8022  -1.8951
N  6.1172  1.4573  -0.1827
N  -2.5217  1.7896  0.4526
N  2.6285  3.4035  0.2854
N  -2.8585  6.2172  4.0554
N  -6.5748  -3.1553  -1.7365
C  1.6962  -6.4500  -2.9754
C  1.2400  -4.1798  2.3586
C  -0.5558  -5.7936  2.6055
C  -0.2267  -1.2240  -0.0356
C  5.1454  -1.8321  0.8427
C  2.0334  -5.5672  -1.8916
C  -1.9358  4.1175  2.8269
C  4.3626  -0.4758  0.5658
C  0.3293  0.8357  6.5899
C  0.6209  0.0504  -0.2462
C  -1.9661  -0.0904  -4.8400
C  -3.9061  -3.4406  0.5372
C  -1.0555  5.6279  -1.4564
C  -2.7249  -1.7342  4.3761
C  1.3028  1.0551  -5.5522
C  -0.1179  0.5284  5.2605
C  -1.2489  -1.0058  -5.5516
C  -4.2740  -2.5483  -0.6484
C  5.3159  0.6346  0.1423
C  0.0953  -4.8749  -3.8501
C  -5.5876  -2.8914  -1.2649
C  3.3497  0.6110  -4.3873
C  -3.0945  7.2704  -0.4941
C  -0.2754  1.2050  -0.8276
C  -4.1132  -1.3430  4.1223
C  -3.0945  5.9073  -0.1953
C  2.6673  6.7442  -1.0488
C  -2.4091  -2.4465  5.5629
C  -2.0814  -0.0947  -7.6133
C  3.4193  1.7052  -6.4253
C  -2.7869  0.8244  -5.4934
C  0.7936  0.1634  4.2616
C  -1.3044  -1.0247  -6.9766
C  2.0219  1.6924  -6.5551
C  1.9416  0.4265  -4.5257
C  -3.4758  -2.9214  6.3713
C  6.2272  -2.0459  -0.2339
C  -2.1314  2.7894  3.6056
C  3.4155  4.0522  -0.2678
C  0.5517  -4.0086  -2.8376
C  -1.5596  1.5005  -0.1368
C  -2.4635  5.3213  3.5325
C  -2.8110  0.8235  -6.9159
C  0.2964  -6.7852  2.1164
C  1.6342  -6.4925  1.7278
C  1.7476  0.9777  6.8119
C  4.1671  6.4017  -0.7990
C  -2.0970  7.7643  -1.3504
C  -5.1288  -1.6628  5.0966
C  -2.0315  5.1368  -0.6447
C  2.1222  -5.1796  1.9112
C  2.6024  0.7943  5.7476
C  -3.6165  2.4947  3.9830
C  -0.0462  -4.4874  2.6415
C  2.1370  0.2377  4.5747
C  4.0818  1.2704  -5.3231
C  -4.8295  -2.5107  6.1073
C  0.6827  -6.1474  -3.9212
C  1.3561  -4.3876  -1.8300
C  4.4887  4.9070  -0.8836
C  -1.1019  6.9886  -1.7997
C  -3.1795  -4.7484  0.3114
H  -0.5367  -4.4371  -4.6086
H  2.0037  6.3018  -0.3058
H  0.2915  -2.9651  -2.9375
H  2.8047  -5.9466  -1.2378
H  1.5052  2.2324  -7.3347
H  -3.4803  -2.5873  -1.3945
H  0.2242  -2.1382  0.3506
H  7.0780  -1.3649  -0.2541
H  4.4455  6.9035  0.1277
H  -1.5568  -5.9660  2.9725
H  -2.4395  4.1284  1.8604
H  -0.5846  -3.6520  3.0641
H  5.4585  4.5690  -0.5184
H  -0.1437  -7.7713  2.1015
H  -0.8619  4.2889  2.7519
H  3.9005  0.0685  1.3894
H  -0.2952  7.4323  -2.3642
H  2.4016  6.4314  -2.0585
H  -3.7552  -5.3731  -0.3715
H  -3.9978  3.2351  4.6862
H  -4.3958  -0.7125  3.2922
H  -3.3753  -3.7095  7.1029
H  -1.6047  2.9382  4.5482
H  2.4361  7.8093  -1.0350
H  1.3983  -0.0088  -1.0079
H  4.8470  6.9189  -1.4761
H  4.3607  -2.5880  0.8112
H  -3.8945  5.5515  0.4370
H  -0.9963  -1.0557  0.7177
H  6.5376  -3.0860  -0.1339
H  -4.3549  -1.4712  -0.5022
H  -0.8895  -1.3500  -0.8918
H  -3.4751  1.5716  -7.3230
H  -3.5199  1.4406  -4.9940
H  4.4287  4.5056  -1.8952
H  -0.3597  0.9955  7.4060
H  -6.1647  -1.3593  5.0623
H  0.2338  0.9113  -5.6056
H  -4.6817  -3.5144  1.2995
H  -4.2590  2.4618  3.1032
H  -0.6520  -1.7612  -5.0622
H  -5.6460  -2.7335  6.7782
H  2.2967  -7.3367  -3.1156
H  3.5829  -0.5342  -0.1937
H  -0.3800  1.1298  -1.9099
H  3.8665  0.1644  -3.5508
H  -2.0759  0.0831  -8.6785
H  5.5242  -1.6171  1.8419
H  -1.1920  0.6130  5.1861
H  0.2414  2.1634  -0.7763
H  2.2720  1.2351  7.7203
H  -3.2088  -2.7604  1.0263
H  1.5443  -3.7289  -0.9951
H  -3.8293  7.9584  -0.1029
H  -1.9470  4.0848  -0.4154
H  3.6735  0.9287  5.7806
H  -2.9827  -5.2954  1.2334
H  -2.0811  8.8346  -1.4944
H  5.8607  -2.1525  -1.2548
H  0.4469  -0.1902  3.3018
H  1.3379  -0.0205  -3.7497
H  1.6735  -3.1928  2.4245
H  -3.7608  1.5406  4.4901
H  -2.2491  -4.7014  -0.2546
H  -1.8338  1.9395  2.9916
H  -1.3724  -2.6618  5.7757
H  3.1672  -4.9772  1.7289
H  5.1442  1.4415  -5.2306
H  1.0484  0.4431  0.6764
H  -0.6918  -1.7994  -7.4136

## Properties
charge = +1
multiplicity = 2
orbital gap (alpha / beta) = 5.7 / 2.1 eV
LUMO (alpha / beta) = -4.886 / -8.555 eV
HOMO level (alpha / beta) = -10.62 / -10.62 eV
DFT total energy = -3376.82650 Ha

5.
Here is a 2-piece molecular cluster, C2H7N2O overall at a distorted geometry from the OMol25 dataset. Energies are from ωB97M-V with the def2-TZVPD basis set.

Element x y z (Å)
O  0.1444  -0.2567  -0.1730
N  2.4195  0.0028  -0.5901
N  -2.1843  0.2116  1.1419
C  -2.7073  0.2764  -0.0753
C  1.3848  -0.2654  0.3433
H  -2.0851  0.0892  -0.9978
H  2.2239  0.8471  -1.1678
H  1.4339  0.4970  1.1525
H  1.7043  -1.2700  0.7408
H  -1.1652  0.1008  1.0215
H  -3.7882  0.5572  -0.1267
H  2.6191  -0.7900  -1.2693

## Properties
multiplicity = 2
orbital gap (alpha / beta) = 10.7 / 7.3 eV
LUMO (alpha / beta) = 0.941 / -2.254 eV
HOMO level (alpha / beta) = -9.73 / -9.59 eV
DFT total energy = -265.02011 Ha

6.
Here is a 2-piece molecular cluster, C25H42BBrF4N2O9PS overall at a distorted geometry from the OMol25 dataset. Energies are from ωB97M-V with the def2-TZVPD basis set.

Element x y z (Å)
Br  0.7869  -0.4370  -4.4695
S  2.0107  3.8988  -0.0334
P  1.1718  2.1108  -0.1019
F  -2.1682  -3.0322  -5.3897
F  -0.4860  -2.9792  -3.6095
F  -2.2730  -2.4042  -2.3035
F  -3.7198  -1.6944  -4.3913
O  -0.4093  1.3258  5.1033
O  -4.5443  2.2068  -1.3329
O  -0.0594  -0.4339  -1.6811
O  -2.1273  -2.9421  0.6109
O  4.3869  -2.6008  -3.1974
O  4.8905  -0.3172  -3.5654
O  1.8741  -0.4788  0.8811
O  -3.3029  -0.8200  0.9784
O  -4.8239  4.4862  -1.7806
N  3.0303  1.8870  -4.4974
N  3.3645  1.2546  1.1838
C  -0.4193  -2.8608  3.7309
C  -2.9315  0.6095  -2.4210
C  2.2838  -2.1075  5.1699
C  -4.7244  3.5866  -0.9132
C  -1.5562  0.6695  -3.2328
C  -2.3220  -1.7831  -4.6788
C  -1.4226  -1.9079  -3.3182
C  0.6026  -1.5278  -1.0363
C  0.9227  -2.6344  1.2767
C  4.1908  -1.2089  -3.0067
C  -0.5710  -0.6116  -2.9647
C  -4.7349  3.8939  0.6717
C  2.0085  -1.9685  -1.6497
C  1.8815  0.8968  1.1972
C  1.0007  -2.3579  6.0148
C  0.2042  2.3043  2.8154
C  -3.1406  2.0866  -1.7623
C  2.1646  -2.2191  3.6330
C  -0.7133  -0.6374  1.1269
C  0.6707  -1.1720  0.5643
C  -0.3317  -2.7510  5.2853
C  1.4419  1.2850  2.7348
C  -0.1082  2.5520  4.3956
C  3.0258  -0.7761  -1.9668
C  0.8308  -2.5713  2.8702
B  -2.0293  -1.5402  0.8938
H  3.6654  1.0756  -4.4759
H  1.4173  1.6442  -1.4558
H  0.8310  3.0541  4.8322
H  -1.0189  3.2567  4.5137
H  3.2917  -1.8519  5.6479
H  -0.0113  1.3516  6.0081
H  3.5132  2.7080  -4.1185
H  1.0666  -2.2513  7.1444
H  -1.7004  0.8879  -4.3420
H  -0.9685  0.3849  0.6393
H  -0.7473  1.8668  2.3629
H  3.5198  2.1547  1.6511
H  -0.9600  1.5707  -2.8106
H  -1.4097  -3.1559  3.2366
H  1.7802  -2.4848  -2.6617
H  -0.6896  -0.3999  2.2621
H  1.1180  0.2849  3.2236
H  2.3138  1.6643  3.3617
H  -3.8688  0.4596  -3.0814
H  0.4715  3.3377  2.4000
H  4.5946  -2.7529  -4.1476
H  -1.2868  -2.9400  5.8989
H  0.3411  -3.4806  0.7915
H  2.0381  -2.8593  1.0518
H  3.5903  -0.5159  -0.9913
H  -2.3989  2.3094  -0.9231
H  -1.9472  -0.9819  -5.3938
H  -2.9225  -3.2991  1.0676
H  -3.0495  2.8177  -2.6575
H  -0.0478  -2.4882  -1.0534
H  -2.9641  -0.1235  -1.5495
H  -3.9817  4.7379  0.8334
H  -4.3573  2.9886  1.2754
H  2.5528  0.1818  -2.3595
H  2.7457  2.0736  -5.4629
H  -5.8111  4.1911  0.9678
H  -0.2441  2.3707  0.0904
H  2.5773  -2.7580  -1.0419
H  -3.9984  -1.4508  0.6606
H  3.1023  -2.0322  3.0044
H  2.1991  1.6853  -3.9294
H  3.8284  0.4895  1.6962

## Properties
charge = +1
orbital gap = 7.3 eV
LUMO = -3.396 eV
HOMO level = -10.69 eV
DFT total energy = -5501.90685 Ha

Repeat the third record exactly.
Here is one molecule with the formula C3H6N4S at a distorted geometry from the OMol25 dataset. Energies are from ωB97M-V with the def2-TZVPD basis set.

Element x y z (Å)
S  -2.0669  0.9131  -0.0879
N  2.7391  0.2263  -1.0439
N  -0.6134  -1.5464  1.8482
N  -0.6075  0.2859  0.0004
N  0.4895  0.7107  -0.8491
C  1.0959  -1.1248  0.1571
C  -0.1346  -0.8938  0.8482
C  1.4756  -0.1086  -0.6345
H  3.1182  -0.8920  -1.2356
H  -1.7451  -1.3965  1.9429
H  0.6790  1.7212  -0.4193
H  1.6324  -1.8787  0.6788
H  -2.0634  2.2139  0.5248
H  2.7729  0.6501  -1.9982

## Properties
orbital gap = 8.7 eV
LUMO = 0.460 eV
HOMO level = -8.23 eV
DFT total energy = -734.98773 Ha

- Which value of DFT total energy does entry 3 give?
  -734.98773 Ha

- DFT total energy of number 3 (C3H6N4S)?
  -734.98773 Ha

- Which of these has the lowest DFT total energy?
  C25H42BBrF4N2O9PS